(1)
{"formula": "C6H6CrN2O3S", "method": "ωB97M-V/def2-TZVPD", "total_charge": 2, "s_squared": 6.072, "spin_multiplicity": 5, "e_lumo_ha": [-0.3784, -0.3708], "gap_ha": [0.2563, 0.2636], "symbols": ["Cr", "S", "O", "O", "O", "N", "N", "C", "C", "C", "C", "C", "C", "H", "H", "H", "H", "H", "H"], "xyz": [[0.63406, 1.54009, 1.14747], [-1.09622, 1.79666, 2.61242], [1.28289, 2.27897, -1.92738], [3.13817, -0.43492, 0.67857], [-0.98885, -3.10420, -2.53015], [-3.47477, 0.94048, 1.66705], [-2.56245, -0.37968, 3.20647], [2.27560, 0.27266, 1.04555], [-4.45158, -0.14380, 1.81190], [0.95930, 2.18634, -0.79405], [-2.37548, 0.68811, 2.40787], [-0.83889, -2.25627, -1.75854], [-3.82147, -1.06600, 2.86233], [-3.32845, 1.52822, 0.82103], [-4.57310, -0.64392, 0.84607], [-3.59319, -2.05896, 2.46373], [-1.70268, -0.83546, 3.56206], [-5.38393, 0.30512, 2.17611], [-4.41582, -1.10139, 3.78008]], "atomic_forces_ev_per_a": [[-1.1412, 0.2049, 1.0620], [1.1193, 0.6610, -0.0961], [-2.2366, -0.3762, 7.3292], [-5.0836, 4.1595, 2.4476], [0.5383, 3.0858, 2.8145], [2.4536, 0.4125, -0.4623], [1.8164, 0.7668, -1.1554], [5.8265, -4.6590, -2.6096], [-0.5497, 0.2874, -0.3577], [2.4836, 0.5916, -8.1912], [-2.4963, -1.1072, 0.3807], [-0.5189, -3.0378, -2.7796], [0.2099, -0.2507, 0.5682], [-0.7716, -0.5345, 1.0640], [-0.2965, 0.1246, 0.2514], [-0.2496, 0.1044, 0.2720], [-1.1997, 0.2838, 0.1267], [0.1141, -0.3684, -0.3242], [-0.0179, -0.3485, -0.3403]]}

---

(2)
{"formula": "C13H15N5O2", "method": "ωB97M-V/def2-TZVPD", "smiles": "O=C(NC[C@H]1CCCO1)c1cccc(-n2cnnn2)c1", "e_lumo_ha": -0.0146, "relative_energy_ev": 15.109, "gap_ha": 0.3300, "symbols": ["O", "O", "N", "N", "N", "N", "N", "C", "C", "C", "C", "C", "C", "C", "C", "C", "C", "C", "C", "C", "H", "H", "H", "H", "H", "H", "H", "H", "H", "H", "H", "H", "H", "H", "H"], "xyz": [[-1.78478, 1.79090, 1.83862], [0.58880, -1.00514, 3.02475], [0.44226, -1.98565, -2.98309], [0.85482, -2.67197, -3.89698], [-0.60171, -1.34368, -4.57630], [0.75941, 0.67963, 1.74017], [0.14000, -2.28826, -4.98578], [1.54113, -3.49877, -1.24179], [0.68347, -0.56763, 1.98633], [2.02983, -3.71259, -0.05566], [-1.80435, 2.88444, 0.00115], [1.47462, -3.03224, 1.16189], [1.09437, -1.59750, 0.71728], [0.26082, 1.73232, 2.44966], [-0.56632, 3.23675, 0.79140], [0.97584, -2.32014, -1.62589], [-0.51971, -1.04203, -3.38339], [-0.62726, 2.64699, 1.92811], [-2.16007, 1.69237, 0.63504], [0.47473, -1.40096, -0.58251], [1.33171, 2.30315, 2.81053], [-0.39457, 4.44010, 0.98489], [0.26709, 1.21374, 3.34682], [-1.01984, 3.14767, 2.96662], [0.00318, -0.39194, -0.85929], [-1.80360, 3.09199, -1.15669], [-2.48355, 3.86294, 0.13387], [-3.42076, 1.48578, 0.50906], [1.87983, -2.98291, 2.10220], [1.65547, -4.23509, -1.96883], [0.49244, 2.80951, 0.34568], [-1.75137, 1.02392, -0.01635], [2.25635, -4.53718, 0.09976], [-1.21696, -0.38994, -2.88422], [0.94869, 0.96147, 0.64296]], "atomic_forces_ev_per_a": [[-0.6249, -1.7753, 5.3768], [-1.4212, -3.7726, 7.9938], [-0.0511, 1.9112, 7.9733], [0.3704, -2.4988, -5.4016], [-3.9467, 2.2771, -5.9055], [1.0155, 3.9746, -10.1138], [2.6734, -1.8533, 0.6060], [-0.5062, 1.8006, -4.4932], [2.4379, -2.8547, -7.4649], [-5.8722, 11.3973, 5.6586], [-0.9612, 8.6919, -4.1227], [1.7439, 5.4973, -7.2622], [-3.6798, -2.0252, 1.4288], [9.6363, 0.3809, 3.9063], [5.9388, 7.9867, -9.6582], [-4.2768, 3.9653, 1.4124], [1.5193, -1.3965, 3.2075], [-6.5079, -3.0510, 13.0001], [-8.2539, -1.6244, -4.2537], [3.7275, -0.0537, -0.2378], [-2.3926, -0.2865, -1.0764], [-0.2871, -3.0046, -1.1068], [-2.3644, 0.0636, 2.7991], [1.3812, 0.3745, -2.5158], [0.6937, -1.7072, 0.4442], [0.7445, -1.5559, 1.9509], [0.6836, -2.2558, 0.6846], [3.3009, 0.4398, 0.5664], [0.6852, -0.9711, 2.4254], [0.4782, -1.0661, -1.3417], [-2.3593, 1.4555, -0.0011], [1.4939, -3.5009, -1.1553], [4.8393, -13.5071, 2.5455], [0.5686, -0.0621, 0.5608], [-0.4270, -1.3936, 3.5702]]}

---

(3)
{"formula": "C7H16BClNO3PS", "method": "ωB97M-V/def2-TZVPD", "smiles": "NB(O)P(S)CCCCl.O=C1CCCO1", "e_lumo_ha": 0.0205, "gap_ha": 0.3241, "symbols": ["Cl", "S", "P", "O", "O", "O", "N", "C", "C", "C", "C", "C", "C", "C", "B", "H", "H", "H", "H", "H", "H", "H", "H", "H", "H", "H", "H", "H", "H", "H", "H"], "xyz": [[-0.87862, 0.84264, 3.22861], [-4.89758, 1.29151, -0.72128], [-3.39694, -0.03476, -0.03880], [-3.75403, -1.11331, 2.63588], [2.36487, 0.60900, -0.37409], [3.45133, -1.33732, -0.28622], [-4.09823, 1.27821, 2.51325], [-0.62517, 0.39496, 0.50940], [3.38978, -0.30515, -2.39347], [2.98433, -0.24968, -0.93312], [4.24227, -2.14816, -1.17502], [-1.82592, 0.89061, -0.31990], [3.77519, -1.77313, -2.57680], [-0.17998, 1.29533, 1.64798], [-3.75028, 0.02274, 1.87996], [-3.16989, -1.79424, 2.29679], [-4.16655, 1.13832, 3.51678], [-0.76901, -0.62582, 0.86425], [-0.42665, 2.33031, 1.42706], [2.89124, -2.35510, -2.83943], [4.23687, 0.36689, -2.53810], [-5.02130, 1.57151, 2.20622], [-4.42103, 2.44661, -0.23183], [4.53092, -1.94685, -3.33927], [4.07589, -3.19363, -0.93033], [2.56612, 0.00702, -3.02874], [-1.96447, 1.96767, -0.22183], [-1.58495, 0.72198, -1.36909], [0.89689, 1.24039, 1.76711], [5.29458, -1.90983, -1.00932], [0.23032, 0.37127, -0.16663]], "atomic_forces_ev_per_a": [[-0.0861, 0.0488, 0.1132], [0.0162, 0.0201, -0.2387], [-0.1061, -0.6228, -0.1835], [0.5712, 0.1422, 0.1802], [0.0826, -0.0056, 0.0066], [0.0165, -0.1061, 0.0068], [-0.7244, -0.8906, 0.1142], [0.0924, 0.2201, -0.3666], [-0.0598, -0.4105, -0.0166], [0.1212, 0.2145, -0.0627], [0.0431, -0.0604, -0.1025], [0.0980, 0.0423, 0.0105], [-0.0311, 0.1100, -0.0127], [0.1585, -0.0373, -0.2193], [0.0255, 0.9061, 0.2807], [-0.1625, -0.3293, -0.1782], [0.0473, 0.1332, 0.0787], [0.0083, -0.0865, 0.0570], [-0.1710, 0.0667, 0.2120], [0.0033, -0.0211, 0.0032], [-0.0269, 0.0575, -0.0106], [0.2517, 0.5165, -0.2528], [0.0154, 0.0346, 0.1854], [0.0506, 0.0203, 0.0385], [-0.0512, 0.0229, 0.1031], [0.0291, 0.1737, 0.0251], [-0.0268, 0.0458, 0.2241], [-0.1369, 0.0200, -0.1136], [0.0421, -0.1193, 0.0472], [0.0038, 0.0253, -0.0091], [-0.0938, -0.1311, 0.0801]]}

---

Number 1: electronic energy -2009.4600 a.u.. Number 2: electronic energy -928.1451 a.u.. Number 3: electronic energy -1781.4864 a.u..